1.
{
  "formula": "C20H17ClGeMnNO3SSbSe4",
  "method": "wB97M-V/def2-TZVPD",
  "species": ["Mn", "O", "C", "N", "S", "O", "O", "C", "C", "C", "C", "C", "C", "H", "H", "H", "H", "Cl", "C", "H", "H", "Se", "Sb", "Se", "Se", "Se", "Ge", "C", "C", "C", "C", "C", "C", "C", "C", "C", "C", "C", "C", "H", "H", "H", "H", "H", "H", "H", "H", "H", "H", "H"],
  "xyz": [[-0.430, 0.796, 0.888], [0.752, 3.056, 3.184], [0.646, 1.855, 3.344], [0.969, 0.902, 2.380], [0.562, -0.585, 2.893], [1.593, -1.551, 3.007], [-0.504, -0.927, 1.889], [-0.109, -0.129, 4.442], [-0.693, -0.910, 5.417], [-1.110, -0.255, 6.570], [-0.934, 1.118, 6.721], [-0.344, 1.881, 5.722], [0.069, 1.233, 4.573], [-0.815, -1.977, 5.294], [-1.574, -0.822, 7.366], [-1.265, 1.595, 7.634], [-0.210, 2.950, 5.824], [1.988, 1.035, -1.076], [0.650, -0.075, -0.710], [1.054, -0.946, -0.196], [0.243, -0.425, -1.656], [2.845, 3.937, 1.855], [0.857, 4.614, 0.548], [1.518, 6.418, -1.000], [0.128, 6.944, 0.949], [-0.744, 2.926, -0.153], [-2.237, 0.083, -0.441], [-3.385, 0.863, -1.760], [-3.757, 0.050, -2.837], [-4.594, 0.546, -3.823], [-5.090, 1.839, -3.722], [-4.750, 2.641, -2.640], [-3.890, 2.162, -1.666], [-2.607, -1.801, -0.213], [-2.123, -2.753, -1.109], [-2.404, -4.097, -0.910], [-3.164, -4.494, 0.181], [-3.641, -3.549, 1.079], [-3.355, -2.206, 0.891], [-1.780, 1.174, 1.689], [-3.409, -0.973, -2.903], [-4.873, -0.081, -4.658], [-5.753, 2.221, -4.487], [-5.152, 3.641, -2.559], [-3.628, 2.796, -0.828], [-1.521, -2.462, -1.963], [-2.027, -4.834, -1.606], [-3.382, -5.542, 0.334], [-4.231, -3.860, 1.931], [-3.720, -1.480, 1.609]],
  "e_lumo_ha": [-0.1805, -0.1845],
  "s2": 6.181,
  "multiplicity": 5,
  "total_charge": 1,
  "homo_ev": [-11.211, -11.361],
  "gap_ha": [0.231, 0.233]
}

2.
{
  "formula": "C5H2N",
  "method": "wB97M-V/def2-TZVPD",
  "species": ["C", "C", "C", "C", "C", "N", "H", "H"],
  "xyz": [[-1.476, -0.170, -1.963], [-2.588, 0.146, -2.074], [0.581, -0.916, 2.264], [0.806, -0.352, 1.192], [0.807, 0.891, -0.880], [0.787, 0.433, 0.188], [0.407, -1.657, 3.003], [0.675, 1.626, -1.730]],
  "e_lumo_ha": [-0.2521, -0.2834],
  "total_charge": 1,
  "homo_ev": [-15.653, -15.638],
  "relative_energy_kcal_mol": 143.7,
  "gap_ha": [0.323, 0.291]
}

3.
{
  "formula": "C3H8N2O2S",
  "method": "wB97M-V/def2-TZVPD",
  "species": ["C", "C", "C", "N", "N", "O", "O", "S", "H", "H", "H", "H", "H", "H", "H", "H"],
  "xyz": [[2.098, -0.380, 0.669], [1.071, 0.172, 0.033], [0.516, -0.520, -1.229], [-0.385, 0.074, -1.868], [-1.799, 0.058, 1.228], [-2.457, 1.517, -0.800], [-4.259, 0.637, 0.553], [-2.998, 0.212, -0.049], [2.274, -0.293, 1.706], [2.402, -1.331, 0.358], [0.710, 1.127, 0.416], [1.011, -1.548, -1.289], [-0.703, -0.398, -2.775], [-1.626, 1.528, -1.279], [-2.145, -0.300, 2.021], [-1.650, 1.023, 1.476]],
  "e_lumo_ha": 0.0131,
  "total_charge": 0,
  "homo_ev": -9.446,
  "relative_energy_kcal_mol": 55.8,
  "gap_ha": 0.360
}

4.
{
  "formula": "C10H19AlIO5",
  "method": "wB97M-V/def2-TZVPD",
  "species": ["C", "C", "C", "C", "C", "Al", "O", "C", "I", "C", "O", "C", "C", "C", "O", "O", "O", "H", "H", "H", "H", "H", "H", "H", "H", "H", "H", "H", "H", "H", "H", "H", "H", "H", "H", "H"],
  "xyz": [[3.881, -1.848, 0.851], [2.819, -1.833, -0.271], [1.699, -0.795, -0.053], [2.004, 0.625, -0.581], [2.893, 1.434, 0.397], [0.290, 1.632, -0.800], [-0.910, 0.992, -2.011], [-2.150, 1.289, -1.575], [-2.946, 3.132, -2.562], [-2.137, 1.376, 0.031], [-2.427, 2.757, 0.372], [-3.244, 0.553, 0.698], [-3.403, -0.890, 0.204], [-2.318, -1.802, 0.745], [-2.087, -1.942, 1.907], [-1.578, -2.481, -0.191], [-0.895, 1.050, 0.479], [4.899, -1.772, 0.461], [3.720, -1.011, 1.533], [3.833, -2.771, 1.435], [2.360, -2.824, -0.356], [3.297, -1.610, -1.229], [0.794, -1.167, -0.548], [1.455, -0.731, 1.014], [2.570, 0.527, -1.517], [3.965, 1.225, 0.284], [2.769, 2.514, 0.245], [2.605, 1.238, 1.435], [0.546, 3.209, -0.883], [-2.846, 0.552, -1.974], [-2.244, 2.803, 1.318], [-4.182, 1.088, 0.530], [-3.066, 0.525, 1.776], [-3.451, -0.943, -0.883], [-4.344, -1.291, 0.596], [-2.170, -2.812, -0.878]],
  "e_lumo_ha": 0.1008,
  "total_charge": -1,
  "homo_ev": -5.072,
  "gap_ha": 0.287
}

5.
{
  "formula": "C2H11P3Si",
  "method": "wB97M-V/def2-TZVPD",
  "species": ["C", "C", "Si", "P", "P", "P", "H", "H", "H", "H", "H", "H", "H", "H", "H", "H", "H"],
  "xyz": [[1.830, 0.259, -1.654], [0.945, 0.953, -0.556], [-0.174, -0.297, 0.370], [-0.005, -0.205, 2.684], [-3.178, 0.057, 0.032], [0.083, -2.370, -0.514], [2.295, 0.912, -2.381], [2.451, -0.418, -1.018], [1.209, -0.577, -2.140], [0.209, 1.659, -1.024], [1.615, 1.319, 0.292], [1.213, -0.926, 2.681], [0.691, 1.001, 2.638], [-2.974, -1.068, 0.996], [-3.373, 1.154, 0.874], [1.138, -2.710, 0.372], [-0.828, -2.936, 0.431]],
  "e_lumo_ha": -0.0096,
  "total_charge": 0,
  "homo_ev": -8.203,
  "relative_energy_kcal_mol": 20.6,
  "gap_ha": 0.292
}

6.
{
  "formula": "C20H18B2N6O16",
  "method": "wB97M-V/def2-TZVPD",
  "species": ["O", "C", "O", "B", "O", "C", "O", "O", "C", "O", "C", "O", "O", "O", "C", "O", "B", "O", "C", "O", "O", "C", "O", "C", "O", "O", "C", "C", "N", "H", "H", "H", "C", "C", "N", "H", "H", "H", "C", "C", "N", "H", "H", "H", "C", "C", "N", "H", "H", "H", "C", "C", "N", "H", "H", "H", "C", "C", "N", "H", "H", "H"],
  "xyz": [[4.145, 1.127, 2.331], [3.228, 1.016, 1.567], [2.296, 0.116, 1.603], [1.338, 0.330, 0.481], [1.887, 1.471, -0.276], [2.988, 1.895, 0.335], [3.724, 2.698, -0.135], [0.011, 0.519, 1.052], [-0.827, -0.348, 0.564], [-1.941, -0.557, 0.950], [-0.049, -1.332, -0.349], [1.247, -0.964, -0.328], [-0.500, -2.281, -0.920], [0.554, 4.406, -3.243], [0.141, 4.450, -2.118], [-1.116, 4.197, -1.784], [-1.219, 4.304, -0.287], [0.111, 4.833, 0.112], [0.946, 4.864, -0.905], [2.094, 5.182, -0.851], [-2.225, 5.267, 0.204], [-3.166, 4.612, 0.821], [-4.247, 5.044, 1.140], [-2.650, 3.183, 1.075], [-1.529, 3.026, 0.348], [-3.243, 2.338, 1.667], [-1.315, -4.664, 0.852], [-2.325, -3.852, 1.516], [-3.008, -3.096, 2.032], [-0.536, -5.118, 1.465], [-0.735, -4.064, 0.149], [-1.711, -5.510, 0.287], [-2.209, -3.288, -3.935], [-3.566, -3.830, -4.075], [-4.627, -4.267, -4.152], [-1.361, -3.944, -4.085], [-2.139, -3.116, -2.849], [-2.244, -2.292, -4.367], [2.990, -2.053, 1.333], [2.062, -2.983, 2.007], [1.346, -3.680, 2.574], [2.574, -1.878, 0.343], [3.898, -2.643, 1.168], [3.271, -1.175, 1.900], [2.395, 0.187, -3.235], [1.308, -0.662, -3.746], [0.436, -1.294, -4.141], [2.062, 1.218, -3.306], [3.214, -0.039, -3.922], [2.670, -0.147, -2.240], [-5.183, -1.501, -2.225], [-4.816, -0.704, -1.052], [-4.485, -0.089, -0.144], [-4.278, -1.614, -2.820], [-5.904, -0.971, -2.847], [-5.579, -2.479, -1.971], [4.088, 1.773, 5.627], [4.628, 1.452, 6.933], [5.082, 1.219, 7.959], [3.354, 1.043, 5.300], [4.845, 1.848, 4.844], [3.798, 2.819, 5.770]],
  "e_lumo_ha": 0.1507,
  "total_charge": -2,
  "homo_ev": -4.839,
  "gap_ha": 0.328
}

Number 1: E_tot -407755.7088 eV, strongest force on any atom 1.0 eV Å⁻¹. Number 2: E_tot -6686.5176 eV, strongest force on any atom 6.3 eV Å⁻¹. Number 3: E_tot -21148.4258 eV, strongest force on any atom 5.3 eV Å⁻¹. Number 4: E_tot -35617.6602 eV, strongest force on any atom 1.3 eV Å⁻¹. Number 5: E_tot -37993.6173 eV, strongest force on any atom 3.6 eV Å⁻¹. Number 6: E_tot -64096.4419 eV, strongest force on any atom 3.8 eV Å⁻¹.